Formula: C23H25N5O2S
Source: the Open Molecules 2025 dataset
Level of theory: ωB97M-V/def2-TZVPD

Each line ends with the Löwdin charge.
CARTESIAN COORDINATES (ANGSTROEM)
1 C -0.791 0.597 0.789  -0.20
2 H -5.314 0.695 -1.573  0.12
3 H 1.804 -0.807 -1.974  0.12
4 C 3.007 2.184 0.495  -0.01
5 N -2.064 0.137 0.840  -0.05
6 C -6.409 -1.162 -1.670  -0.09
7 H -5.687 -1.624 -2.337  0.06
8 H 2.117 5.378 -0.145  0.10
9 H -2.884 1.906 1.539  0.12
10 S 1.044 -2.600 0.089  0.74
11 H 3.971 0.283 -2.522  0.12
12 H -5.230 1.215 1.208  0.12
13 N -4.835 -0.520 0.108  -0.18
14 H -0.152 4.416 0.097  0.11
15 C -3.118 1.137 0.799  -0.14
16 H 5.812 -1.808 0.717  0.12
17 O 0.109 -2.354 -0.980  -0.31
18 C 5.036 -0.684 -0.933  -0.27
19 C -4.448 0.459 1.113  -0.16
20 C 0.732 3.807 0.209  -0.01
21 C 6.344 -0.033 -1.261  -0.04
22 H -0.566 -2.029 1.803  0.13
23 N 1.579 0.329 0.977  0.19
24 O 1.202 -3.957 0.528  -0.28
25 H 4.108 3.962 0.100  0.10
26 C 1.726 1.626 0.637  -0.20
27 C 0.572 2.435 0.480  -0.20
28 H 3.642 -2.884 1.249  0.11
29 C -2.483 -1.198 0.449  -0.13
30 H -2.787 -1.777 1.330  0.13
31 H 6.874 -0.626 -2.007  0.09
32 H -3.155 1.627 -0.182  0.13
33 H -6.790 -1.918 -0.989  0.08
34 N 2.085 -1.944 3.462  0.20
35 C 0.385 -0.186 1.076  -0.19
36 H -6.573 0.499 -0.331  0.11
37 H -3.918 -2.139 -0.827  0.12
38 C 0.401 -1.604 1.548  -0.24
39 C -5.781 -0.023 -0.875  -0.27
40 C 4.938 -1.584 0.124  -0.02
41 C -3.665 -1.122 -0.515  -0.17
42 N -0.657 1.895 0.562  0.19
43 H 6.189 0.961 -1.672  0.08
44 H 6.974 0.039 -0.379  0.08
45 H -4.364 -0.053 2.078  0.12
46 C 3.904 -0.411 -1.697  -0.03
47 C 2.694 -1.007 -1.398  -0.06
48 C 1.990 4.328 0.073  -0.08
49 C 1.336 -1.796 2.610  -0.23
50 C 3.732 -2.187 0.432  -0.05
51 C 3.129 3.518 0.213  -0.08
52 H -1.672 -1.710 -0.071  0.09
53 C 2.622 -1.881 -0.331  -0.30
54 H -7.233 -0.781 -2.268  0.07
55 H -3.350 -0.562 -1.412  0.13
56 H 3.863 1.539 0.617  0.11

ΔE to the lowest compared entry with this formula, charge and spin (kJ/mol): 193.2
E_tot (eV): -46636.610
Charge: 0
SMILES: CCN1CCN(c2nc3ccccc3nc2[C@H](C#N)S(=O)(=O)c2ccc(C)cc2)CC1
Gap between HOMO and LUMO (eV): 7.86